Entry 1:
A molecular structure, C39H34IrN7OPS4, computed with ωB97M-V with the def2-TZVPD basis set.

CARTESIAN COORDINATES (ANGSTROEM)
1 Ir 0.55 -1.19 2.16
2 S -0.92 -2.83 1.59
3 C -1.30 -2.74 3.28
4 C -1.90 -3.68 4.13
5 C -1.87 -3.48 5.53
6 C -1.29 -2.26 5.99
7 C -0.77 -1.33 5.11
8 N -0.76 -1.59 3.77
9 H -2.23 -4.60 3.64
10 H -2.29 -4.17 6.20
11 H -1.25 -1.99 7.03
12 H -0.42 -0.35 5.39
13 O -1.76 -1.43 -1.72
14 P -2.58 -0.52 -2.58
15 C -2.88 -1.23 -4.17
16 C -2.79 -2.64 -4.22
17 C -3.06 -3.32 -5.43
18 C -3.43 -2.63 -6.56
19 C -3.52 -1.25 -6.52
20 C -3.23 -0.54 -5.37
21 C -1.71 0.98 -3.00
22 C -1.90 2.18 -2.28
23 C -0.97 3.21 -2.45
24 C 0.09 3.07 -3.38
25 C 0.19 1.89 -4.17
26 C -0.71 0.84 -3.97
27 C -4.13 -0.08 -1.86
28 C -4.46 -0.65 -0.66
29 C -5.57 -0.17 0.02
30 C -6.39 0.82 -0.55
31 C -6.12 1.31 -1.82
32 C -4.94 0.92 -2.48
33 H -2.45 -3.24 -3.36
34 H -2.99 -4.37 -5.41
35 H -3.59 -3.18 -7.48
36 H -3.79 -0.72 -7.43
37 H -3.32 0.55 -5.31
38 H -2.77 2.25 -1.59
39 H -1.09 4.17 -1.94
40 H 0.70 3.96 -3.48
41 H 0.90 1.86 -5.05
42 H -0.58 -0.09 -4.51
43 H -3.84 -1.42 -0.17
44 H -5.78 -0.51 1.03
45 H -7.24 1.19 0.02
46 H -6.88 1.94 -2.31
47 H -4.72 1.32 -3.46
48 N -2.10 1.99 1.96
49 C -1.10 2.56 1.19
50 C -0.17 1.58 0.95
51 N -0.65 0.39 1.55
52 C -1.82 0.71 2.09
53 H -2.93 2.47 2.29
54 H -1.11 3.61 0.92
55 H 0.77 1.58 0.42
56 H -2.56 0.08 2.62
57 S 4.08 2.36 6.05
58 C 3.94 1.15 4.92
59 S 2.73 -0.10 5.29
60 C 3.06 -0.88 3.74
61 N 3.98 -0.26 3.05
62 N 4.59 0.83 3.77
63 C 5.83 1.40 3.21
64 C 6.08 1.04 1.90
65 C 7.04 1.68 1.12
66 C 7.91 2.63 1.70
67 C 7.75 2.89 3.09
68 C 6.68 2.34 3.82
69 S 2.27 -2.31 3.09
70 H 5.49 0.23 1.49
71 H 7.04 1.40 0.09
72 H 8.65 3.21 1.17
73 H 8.54 3.48 3.58
74 H 6.51 2.65 4.89
75 N 2.93 0.82 0.56
76 C 2.50 -0.25 -0.15
77 C 2.96 -0.42 -1.49
78 C 2.61 -1.55 -2.19
79 C 1.73 -2.46 -1.64
80 C 1.34 -2.31 -0.32
81 N 1.52 -1.14 0.34
82 H 3.58 1.45 0.09
83 H 3.18 0.62 1.57
84 H 3.64 0.37 -1.81
85 H 3.01 -1.65 -3.18
86 H 1.36 -3.33 -2.23
87 H 0.92 -3.09 0.30

Values from the calculation:
Expectation value of S²   8.82
Multiplicity   6
HOMO-LUMO gap (spin up / spin down)   4.84 / 3.73 eV
E_HOMO (spin up / spin down)   -10.56 / -12.67 eV
Total charge   +2
LUMO level (spin up / spin down)   -5.72 / -8.94 eV
Relative energy (zero: lowest compared OMol25 entry of this formula, charge and spin)   0.0 kcal per mole


Entry 2:
C6H10FN5 in the gas phase, computed with ωB97M-V with the def2-TZVPD basis set.

CARTESIAN COORDINATES (ANGSTROEM)
1 C 2.60 0.23 -0.05
2 C 3.97 -0.30 0.07
3 C -1.11 -0.46 -1.08
4 C -0.90 -0.27 0.43
5 C 0.18 0.24 -0.43
6 C -1.80 0.68 1.20
7 N 2.70 1.47 0.35
8 N 4.79 0.61 0.56
9 N 4.02 1.65 0.68
10 N 1.57 -1.82 -0.64
11 N 1.53 -0.38 -0.45
12 F 4.31 -1.64 -0.21
13 H -0.97 -1.42 -1.52
14 H -1.73 0.20 -1.59
15 H -0.93 -1.13 0.98
16 H 0.17 1.33 -0.51
17 H -1.97 1.61 0.68
18 H -1.16 1.00 2.13
19 H -2.79 0.28 1.27
20 H 4.37 2.59 0.80
21 H 0.68 -2.29 -0.55
22 H 2.34 -2.21 -0.11

Values from the calculation:
SMILES string   C[C@H]1C[C@@H]1N(N)c1n[nH]nc1F
HOMO-LUMO gap   8.43 eV
E_HOMO   -7.51 eV
Total charge   0
LUMO level   0.92 eV


Entry 3:
9 unconnected molecules or ions with the total composition C31H55F5O19, computed with ωB97M-V with the def2-TZVPD basis set.

CARTESIAN COORDINATES (ANGSTROEM)
1 C -4.62 12.08 -7.28
2 C -3.32 12.46 -8.01
3 O -2.38 12.50 -6.99
4 C -3.03 12.72 -5.83
5 O -2.44 12.88 -4.81
6 O -4.35 12.72 -6.08
7 F -3.53 13.71 -8.53
8 H -4.67 11.03 -6.99
9 H -5.50 12.56 -7.73
10 H -3.10 11.77 -8.82
11 C -3.11 15.72 -17.48
12 C -2.76 17.08 -16.90
13 O -3.83 17.87 -17.46
14 C -3.96 17.37 -18.78
15 O -4.36 17.94 -19.76
16 O -3.69 16.09 -18.75
17 F -1.54 17.46 -17.31
18 H -3.79 15.12 -16.89
19 H -2.28 15.02 -17.63
20 H -2.76 16.87 -15.83
21 C -1.90 15.97 -10.34
22 C -3.45 16.30 -10.39
23 O -3.67 16.61 -11.75
24 C -2.53 16.80 -12.39
25 O -2.40 17.27 -13.45
26 O -1.53 16.55 -11.56
27 F -3.80 17.35 -9.56
28 H -1.79 14.89 -10.26
29 H -1.37 16.62 -9.64
30 H -4.00 15.38 -10.21
31 C -6.92 19.69 -12.99
32 C -6.17 18.87 -12.00
33 O -7.06 17.85 -11.67
34 C -8.29 18.19 -12.20
35 O -9.32 17.60 -12.04
36 O -8.20 19.29 -12.97
37 F -5.93 19.70 -10.95
38 H -6.76 19.47 -14.05
39 H -6.77 20.75 -12.78
40 H -5.20 18.45 -12.29
41 C -4.18 13.22 -12.54
42 C -3.62 12.72 -13.87
43 O -2.55 11.88 -13.54
44 C -2.14 12.28 -12.29
45 O -1.10 11.98 -11.71
46 O -3.05 13.15 -11.72
47 F -3.15 13.75 -14.62
48 H -5.02 12.60 -12.21
49 H -4.56 14.23 -12.68
50 H -4.35 12.14 -14.43
51 C 4.00 15.71 -16.53
52 C 3.60 15.06 -15.23
53 O 2.29 14.56 -15.30
54 C 1.25 15.51 -15.19
55 C 0.00 14.77 -14.69
56 H 5.08 15.78 -16.67
57 H 3.71 15.05 -17.35
58 H 3.58 16.71 -16.68
59 H 4.27 14.25 -14.94
60 H 3.72 15.76 -14.40
61 H 1.46 16.37 -14.55
62 H 0.96 15.82 -16.20
63 H -0.88 15.42 -14.67
64 H 0.21 14.41 -13.68
65 H -0.31 13.86 -15.22
66 C 3.74 15.91 -4.61
67 C 2.84 15.15 -5.64
68 O 2.58 16.09 -6.67
69 C 1.40 15.92 -7.31
70 C 1.15 14.48 -7.78
71 H 3.11 16.49 -3.93
72 H 4.25 15.18 -3.98
73 H 4.51 16.53 -5.06
74 H 3.44 14.31 -5.98
75 H 1.98 14.68 -5.16
76 H 0.65 16.35 -6.64
77 H 1.37 16.55 -8.20
78 H 0.65 13.77 -7.12
79 H 2.10 13.96 -7.91
80 H 0.66 14.38 -8.74
81 C -7.21 13.73 -10.62
82 C -7.83 14.05 -11.94
83 O -6.95 14.69 -12.85
84 C -7.49 15.14 -14.11
85 C -6.38 15.98 -14.65
86 H -7.87 13.33 -9.85
87 H -6.46 12.97 -10.85
88 H -6.71 14.58 -10.16
89 H -8.23 13.13 -12.39
90 H -8.65 14.74 -11.76
91 H -7.58 14.29 -14.78
92 H -8.40 15.73 -14.01
93 H -5.34 15.67 -14.54
94 H -6.46 16.90 -14.07
95 H -6.55 16.28 -15.68
96 C -1.84 20.21 -9.87
97 C -0.99 19.93 -8.59
98 O -1.15 18.71 -7.93
99 C -2.19 18.55 -7.11
100 C -2.24 17.14 -6.48
101 H -1.89 19.43 -10.63
102 H -2.85 20.37 -9.50
103 H -1.53 21.16 -10.30
104 H 0.03 20.06 -8.95
105 H -1.02 20.73 -7.85
106 H -2.16 19.36 -6.37
107 H -3.07 18.74 -7.72
108 H -1.34 16.89 -5.93
109 H -2.19 16.52 -7.38
110 H -3.09 16.97 -5.82

Values from the calculation:
SMILES string   O=C1OC[C@@H](F)O1.O=C1OC[C@@H](F)O1.O=C1OC[C@@H](F)O1.O=C1OC[C@@H](F)O1.O=C1OC[C@@H](F)O1.CCOCC.CCOCC.CCOCC.CCOCC
HOMO-LUMO gap   9.31 eV
E_HOMO   -9.37 eV
Total charge   0
LUMO level   -0.05 eV


Entry 4:
C4H9NO in the gas phase, computed with ωB97M-V with the def2-TZVPD basis set.

CARTESIAN COORDINATES (ANGSTROEM)
1 C 1.05 1.06 0.73
2 N 0.64 0.02 -0.12
3 C -0.75 -0.28 -0.39
4 C -1.97 0.51 0.29
5 C 1.66 -0.97 -0.53
6 O 0.62 2.20 0.86
7 H 2.03 0.77 1.33
8 H -0.96 -1.37 0.05
9 H -0.99 -0.31 -1.54
10 H -2.10 1.56 -0.25
11 H -2.88 -0.07 0.16
12 H -2.09 0.50 1.39
13 H 2.39 -1.19 0.30
14 H 1.08 -1.85 -0.86
15 H 2.27 -0.57 -1.42

Values from the calculation:
SMILES string   CCN(C)C=O
HOMO-LUMO gap   10.06 eV
E_HOMO   -9.21 eV
Total charge   0
LUMO level   0.85 eV
Relative energy (zero: lowest compared OMol25 entry of this formula, charge and spin)   52.7 kcal per mole


Entry 5:
C20H15N3S in the gas phase, computed with ωB97M-V with the def2-TZVPD basis set.

CARTESIAN COORDINATES (ANGSTROEM)
1 S -2.12 -2.72 -1.30
2 N -0.03 -0.14 -0.57
3 C -1.32 -2.18 0.11
4 C -0.95 -1.83 2.32
5 C -0.39 -0.69 1.70
6 C 0.62 -0.49 -1.68
7 C -0.54 -2.19 6.39
8 C -0.27 -3.34 5.64
9 C -1.03 -0.99 5.86
10 C -0.51 -3.23 4.29
11 C -1.24 -0.95 4.51
12 C 0.42 4.58 -3.16
13 C 1.74 0.50 -5.18
14 C -0.09 3.92 -2.06
15 C 1.53 -0.14 -3.98
16 C -0.86 -2.05 3.74
17 C 1.15 4.01 -4.16
18 C 1.54 1.85 -5.27
19 C 0.19 2.54 -1.92
20 C 1.06 0.44 -2.80
21 C 1.25 2.58 -4.12
22 C 0.89 1.83 -2.92
23 N -1.53 -2.70 1.38
24 N -0.54 -1.01 0.35
25 H 0.14 0.08 2.24
26 H 0.65 -1.59 -1.88
27 H -0.51 -2.26 7.42
28 H 0.03 -4.30 5.99
29 H -1.20 -0.08 6.50
30 H -0.41 -4.12 3.71
31 H -1.76 -0.13 4.02
32 H 0.27 5.69 -3.19
33 H 2.17 -0.02 -6.03
34 H -0.64 4.43 -1.31
35 H 1.64 -1.26 -4.08
36 H 1.43 4.52 -5.06
37 H 1.72 2.33 -6.16
38 H -0.08 2.30 -0.95
39 H -2.42 -3.19 1.60

Values from the calculation:
SMILES string   S=c1[nH]c(-c2ccccc2)cn1/N=C/c1cccc2ccccc12
HOMO-LUMO gap   6.93 eV
E_HOMO   -7.32 eV
Total charge   0
LUMO level   -0.39 eV
Relative energy (zero: lowest compared OMol25 entry of this formula, charge and spin)   47.2 kcal per mole


Entry 6:
C25H29N3O4S in the gas phase, computed with ωB97M-V with the def2-TZVPD basis set.

CARTESIAN COORDINATES (ANGSTROEM)
1 C 6.37 2.52 2.67
2 H 7.06 3.22 2.22
3 O 5.89 3.15 3.84
4 C 4.99 2.49 4.62
5 C 4.50 1.22 4.35
6 C 3.59 0.63 5.21
7 C 3.16 1.30 6.34
8 C 3.66 2.57 6.61
9 C 4.56 3.16 5.76
10 H 4.96 4.15 5.96
11 H 3.33 3.10 7.50
12 H 2.45 0.84 7.01
13 C 3.04 -0.73 4.85
14 N 2.20 -0.66 3.67
15 C 2.66 -0.93 2.43
16 O 3.77 -1.39 2.23
17 C 1.67 -0.67 1.30
18 C 0.41 -1.53 1.44
19 C -0.51 -1.29 0.25
20 C -0.91 0.18 0.16
21 C 0.34 1.05 0.04
22 C 1.29 0.81 1.22
23 H 2.18 1.42 1.10
24 H 0.79 1.13 2.14
25 H 0.85 0.81 -0.90
26 H 0.06 2.10 0.00
27 C -1.86 0.43 -1.02
28 N -1.21 0.23 -2.29
29 S -2.02 0.83 -3.60
30 O -1.23 0.56 -4.76
31 O -2.38 2.19 -3.32
32 C -3.55 -0.11 -3.75
33 C -4.68 0.55 -4.11
34 C -5.87 -0.15 -4.35
35 C -5.90 -1.52 -4.22
36 C -4.75 -2.23 -3.84
37 C -4.71 -3.63 -3.70
38 C -3.55 -4.24 -3.32
39 C -2.42 -3.43 -3.07
40 N -2.41 -2.14 -3.19
41 C -3.54 -1.51 -3.59
42 H -1.49 -3.88 -2.74
43 H -3.48 -5.31 -3.20
44 H -5.61 -4.20 -3.89
45 H -6.81 -2.07 -4.42
46 H -6.76 0.39 -4.63
47 H -4.64 1.62 -4.22
48 H -1.00 -0.75 -2.48
49 H -2.18 1.48 -1.02
50 H -2.75 -0.21 -0.91
51 H -1.45 0.45 1.08
52 H 0.00 -1.59 -0.67
53 H -1.41 -1.91 0.35
54 H -0.11 -1.28 2.36
55 H 0.70 -2.58 1.49
56 H 2.18 -0.94 0.38
57 H 1.32 -0.17 3.77
58 H 2.46 -1.15 5.68
59 H 3.86 -1.41 4.59
60 H 4.81 0.67 3.48
61 H 6.90 1.59 2.91
62 H 5.56 2.30 1.97

Values from the calculation:
SMILES string   COc1cccc(CNC(=O)[C@H]2CC[C@H](CNS(=O)(=O)c3cccc4cccnc34)CC2)c1
HOMO-LUMO gap   8.00 eV
E_HOMO   -8.50 eV
Total charge   0
LUMO level   -0.50 eV
Relative energy (zero: lowest compared OMol25 entry of this formula, charge and spin)   37.5 kcal per mole


The evaluated maximum force for the records listed, in turn: 4.16, 5.50, 4.57, 3.60, 5.12, 1.00 eV/Å.